No. 1
2 unconnected molecules or ions with the total composition C3H8NO3S at a distorted geometry, computed with ωB97M-V/def2-TZVPD.

Element x y z (Å)
1 C -1.198 0.796 -0.554
2 C -0.170 1.913 -0.559
3 S -0.791 3.362 -1.576
4 N -0.821 -0.289 0.335
5 C 0.341 -1.090 0.147
6 O 1.247 -0.616 -0.548
7 O 0.278 -2.205 0.736
8 H -2.124 1.175 -0.145
9 H -1.310 0.472 -1.571
10 H -0.025 2.381 0.408
11 H 0.757 1.595 -1.004
12 H -0.249 4.309 -0.811
13 H -1.595 -0.668 0.848
14 H 1.758 -4.193 0.878
15 H 1.660 -3.081 1.766
16 O 2.243 -3.860 1.650

Energy relative to the best compared isomer or geometry (same formula, charge and spin) (kcal/mol): 8.5
HOMO (eV): -4.6782
Net charge: -1
E (eV): -21710.83868
Spin multiplicity: 1
M (g mol⁻¹): 138.17

Atomic partial charges in e from the Löwdin method, atoms 1 to 8:
1. C -0.306
2. C -0.510
3. S 0.615
4. N 0.013
5. C -0.772
6. O -0.036
7. O -0.098
8. H 0.097

---

No. 2
2 unconnected molecules or ions with the total composition C3H8NO3S, computed with ωB97M-V/def2-TZVPD.

Element x y z (Å)
1 O -1.293 1.751 0.016
2 C -1.123 0.505 0.032
3 O -1.925 -0.395 0.317
4 C 0.322 0.082 -0.363
5 C 0.572 -1.387 -0.186
6 S 2.268 -1.957 -0.520
7 N 0.714 0.527 -1.704
8 H 0.959 0.666 0.289
9 H 0.377 -1.719 0.832
10 H -0.139 -1.986 -0.756
11 H 2.826 -0.863 -1.033
12 H 0.499 1.513 -1.810
13 H 0.258 -0.029 -2.424
14 H -2.131 1.563 2.809
15 H -1.686 2.351 1.589
16 O -1.610 2.333 2.571

Energy relative to the best compared isomer or geometry (same formula, charge and spin) (kcal/mol): 8.7
HOMO (eV): -4.5493
Net charge: -1
E (eV): -21710.83204
Spin multiplicity: 1
M (g mol⁻¹): 138.17

Atomic partial charges in e from the Löwdin method, atoms 1 to 8:
1. O -0.088
2. C -0.683
3. O -0.033
4. C -0.410
5. C -0.547
6. S 0.637
7. N 0.018
8. H 0.132

---

No. 3
2 unconnected molecules or ions with the total composition C3H8NO6S at a distorted geometry, computed with ωB97M-V/def2-TZVPD.

Element x y z (Å)
1 N 3.057 1.081 -1.773
2 O 4.143 0.967 -1.260
3 O 2.335 2.065 -1.440
4 O 2.492 0.120 -2.341
5 O -0.445 0.317 2.337
6 S 0.224 -0.538 1.434
7 O 0.239 -1.991 1.635
8 O -0.810 -0.195 0.157
9 C -2.092 -0.740 0.149
10 C -2.964 -0.101 -0.835
11 C 1.787 0.140 1.084
12 H -2.332 -0.593 1.191
13 H -2.382 -1.861 -0.125
14 H -3.358 0.815 -0.481
15 H -3.903 -0.614 -1.163
16 H -2.451 0.371 -1.649
17 H 2.490 -0.487 0.346
18 H 2.405 0.117 1.991
19 H 1.565 1.122 0.734

Energy relative to the best compared isomer or geometry (same formula, charge and spin) (kcal/mol): 0.0
HOMO (eV): -4.5076
Net charge: -1
E (eV): -27846.97187
Spin multiplicity: 1
M (g mol⁻¹): 186.17

Atomic partial charges in e from the Löwdin method, atoms 1 to 8:
1. N -0.671
2. O -0.064
3. O -0.121
4. O -0.095
5. O -0.296
6. S 0.649
7. O -0.310
8. O -0.246

---

No. 4
A gas-phase ion, C3H8NOS (charge -1), computed with ωB97M-V/def2-TZVPD.

Element x y z (Å)
1 C 0.941 0.592 -1.013
2 O 1.551 -0.052 -2.006
3 C -0.023 -0.321 -0.254
4 C -0.723 0.297 0.945
5 S -2.107 1.409 0.571
6 N 0.681 -1.540 0.206
7 H 1.627 1.016 -0.209
8 H 0.333 1.499 -1.306
9 H -0.772 -0.661 -0.977
10 H 0.026 0.830 1.541
11 H -1.081 -0.516 1.586
12 H -3.058 0.523 0.885
13 H 1.515 -1.206 0.702
14 H 1.091 -1.868 -0.671

Energy relative to the best compared isomer or geometry (same formula, charge and spin) (kcal/mol): 39.3
HOMO (eV): -2.6085
Structure (SMILES): N[C@H](C[O-])CS
Net charge: -1
E (eV): -17613.30126
Spin multiplicity: 1
M (g mol⁻¹): 106.17

Atomic partial charges in e from the Löwdin method, atoms 1 to 8:
1. C -0.558
2. O -0.340
3. C -0.518
4. C -0.571
5. S 0.649
6. N 0.002
7. H 0.087
8. H 0.080

---

No. 5
A gas-phase ion, C3H8NOS (charge -1), computed with ωB97M-V/def2-TZVPD.

Element x y z (Å)
1 C -1.145 -0.232 0.975
2 O -1.294 0.298 2.188
3 C 0.004 0.429 0.133
4 C 0.516 -0.588 -0.870
5 S 1.148 0.142 -2.470
6 N 1.080 0.882 1.016
7 H -0.921 -1.338 0.986
8 H -2.050 -0.196 0.321
9 H -0.405 1.254 -0.443
10 H -0.272 -1.268 -1.207
11 H 1.328 -1.194 -0.484
12 H 0.307 -0.507 -3.276
13 H 0.816 0.458 1.914
14 H 0.890 1.859 1.217

Energy relative to the best compared isomer or geometry (same formula, charge and spin) (kcal/mol): 41.3
HOMO (eV): -2.6950
Structure (SMILES): N[C@H](C[O-])CS
Net charge: -1
E (eV): -17613.21692
Spin multiplicity: 1
M (g mol⁻¹): 106.17

Atomic partial charges in e from the Löwdin method, atoms 1 to 8:
1. C -0.531
2. O -0.343
3. C -0.494
4. C -0.527
5. S 0.609
6. N 0.009
7. H 0.079
8. H 0.079

---

No. 6
A gas-phase ion, C3H8NOS (charge +1) at a distorted geometry, computed with ωB97M-V/def2-TZVPD.

Element x y z (Å)
1 C -1.325 0.590 0.813
2 C 0.995 1.222 0.772
3 C 0.092 -0.601 -0.782
4 N 0.053 0.118 0.547
5 O -1.190 2.086 1.263
6 S 0.008 2.737 0.389
7 H -2.033 0.630 -0.074
8 H -1.811 0.133 1.682
9 H 0.995 1.436 1.824
10 H 2.031 0.997 0.477
11 H -0.495 -0.115 -1.562
12 H 1.040 -0.899 -1.213
13 H -0.639 -1.421 -0.564
14 H 0.293 -0.649 1.305

Energy relative to the best compared isomer or geometry (same formula, charge and spin) (kcal/mol): 33.8
HOMO (alpha / beta) (eV): -9.8291 / -16.0803
Net charge: +1
E (eV): -17600.61068
Spin multiplicity: 3
M (g mol⁻¹): 106.17

Atomic partial charges in e from the Löwdin method, atoms 1 to 8:
1. C -0.111
2. C -0.325
3. C 0.025
4. N -0.210
5. O -0.462
6. S 0.970
7. H 0.158
8. H 0.146

---

No. 7
A molecular structure, C3H8NP at a distorted geometry, computed with ωB97M-V/def2-TZVPD.

Element x y z (Å)
1 C -0.707 0.495 -1.056
2 C -0.232 -1.515 0.291
3 C 0.358 -0.286 -0.364
4 N 1.571 0.053 -0.235
5 P 3.000 -0.268 0.207
6 H -1.373 -0.089 -1.735
7 H -1.291 0.965 -0.228
8 H -0.314 1.358 -1.552
9 H -1.213 -1.713 -0.123
10 H -0.241 -1.288 1.392
11 H 0.670 -2.219 0.223
12 H -0.118 1.903 1.771
13 H -0.108 2.603 1.408

Energy relative to the best compared isomer or geometry (same formula, charge and spin) (kcal/mol): 55.4
HOMO (eV): -6.8018
E (eV): -14016.37022
Spin multiplicity: 1
M (g mol⁻¹): 89.08

Atomic partial charges in e from the Löwdin method, atoms 1 to 8:
1. C -0.085
2. C -0.052
3. C -0.554
4. N -0.474
5. P 0.643
6. H 0.090
7. H 0.065
8. H 0.059

---

No. 8
2 unconnected molecules or ions with the total composition C3H8NP at a distorted geometry, computed with ωB97M-V/def2-TZVPD.

Element x y z (Å)
1 C 1.299 1.647 -0.347
2 C 1.465 1.799 -1.798
3 C -0.602 -1.052 0.962
4 N 1.196 1.432 0.793
5 P -2.419 -1.580 0.786
6 H 0.589 2.329 -2.190
7 H 2.368 2.423 -1.947
8 H 1.800 0.807 -2.155
9 H -0.377 0.057 0.892
10 H -0.027 -1.703 0.164
11 H -0.343 -1.308 1.999
12 H -2.159 -2.979 0.685
13 H -2.791 -1.871 2.158

Energy relative to the best compared isomer or geometry (same formula, charge and spin) (kcal/mol): 18.1
HOMO (eV): -9.0186
Structure (SMILES): CC#N.CP
E (eV): -14017.98798
Spin multiplicity: 1
M (g mol⁻¹): 89.08

Atomic partial charges in e from the Löwdin method, atoms 1 to 8:
1. C -0.267
2. C -0.065
3. C -0.461
4. N 0.125
5. P 0.646
6. H 0.088
7. H 0.087
8. H 0.093